Entry 1:
Entry from the OMol25 dataset: a gas-phase ion, C4H10NO (charge +1) at a distorted geometry (ωB97M-V/def2-TZVPD).

The geometry in XYZ format:
```
16
Properties=species:S:1:pos:R:3:mulliken_charge:R:1
O -1.772 -1.205 0.489 -0.349
C -0.848 -0.433 0.902 -0.062
C -0.414 0.584 -0.049 0.225
C 0.997 0.313 -0.684 -0.554
C 1.990 -0.284 0.306 -1.093
N -1.323 0.767 -1.200 -0.652
H -1.090 -0.237 1.959 0.434
H -0.306 1.561 0.399 0.433
H 0.803 -0.420 -1.470 0.288
H 1.204 1.225 -1.236 0.398
H 2.999 -0.473 -0.030 0.349
H 1.478 -1.137 0.784 0.326
H 1.970 0.356 1.198 0.340
H -1.854 -0.094 -1.285 0.236
H -2.006 1.509 -1.090 0.264
H -1.828 -2.032 1.006 0.418
```

## Properties
F_max: 4.342 eV/Å
ΔE to the lowest compared entry with this formula, charge and spin: 332.8 kJ/mol
net charge: +1
molecular weight: 88.13 g mol⁻¹
Kohn-Sham gap: 7.3 eV
LUMO energy: -7.06 eV

=====

Entry 2:
Entry from the OMol25 dataset: a gas-phase ion, C4H10NO (charge +1) at a distorted geometry (ωB97M-V/def2-TZVPD).

The geometry in XYZ format:
```
16
Properties=species:S:1:pos:R:3:mulliken_charge:R:1
C 1.550 -0.151 1.316 -0.534
C 0.390 0.246 0.351 0.296
C 0.059 1.648 0.271 -1.116
C -0.527 -1.127 -1.244 -0.789
N -0.712 -0.723 0.192 -0.092
O 0.749 0.074 2.389 -0.448
H 1.795 -1.193 1.244 0.347
H 2.394 0.405 0.983 0.374
H 0.260 1.857 -0.826 0.350
H 0.570 2.436 0.831 0.375
H -1.002 1.794 0.420 0.318
H 0.467 -1.469 -1.408 0.337
H -1.316 -1.903 -1.495 0.356
H -0.681 -0.173 -1.729 0.381
H -0.459 -1.542 0.824 0.433
H -1.727 -0.479 0.378 0.411
```

## Properties
F_max: 5.873 eV/Å
ΔE to the lowest compared entry with this formula, charge and spin: 450.1 kJ/mol
net charge: +1
molecular weight: 88.13 g mol⁻¹
Kohn-Sham gap: 8.6 eV
LUMO energy: -5.67 eV

=====

Entry 3:
Entry from the OMol25 dataset: 2 unconnected molecules or ions with the total composition C4H10NO at a distorted geometry (ωB97M-V/def2-TZVPD).

The geometry in XYZ format:
```
16
Properties=species:S:1:pos:R:3:mulliken_charge:R:1
O -0.625 0.748 -0.366 -0.355
C -1.003 0.520 0.759 -0.056
C -0.337 -0.358 1.691 0.165
C 1.021 -0.858 1.528 -0.292
C 1.139 -1.721 0.222 -1.040
N -1.164 2.172 -2.706 -0.590
H -1.898 1.007 1.177 0.389
H -0.932 -0.606 2.566 0.386
H 1.743 -0.047 1.325 0.321
H 1.245 -1.416 2.429 0.331
H 2.170 -1.998 -0.005 0.331
H 0.852 -1.130 -0.645 0.358
H 0.552 -2.625 0.381 0.366
H -0.626 2.271 -1.877 0.240
H -1.205 1.224 -3.040 0.216
H -0.931 2.817 -3.438 0.230
```

## Properties
F_max: 2.427 eV/Å
ΔE to the lowest compared entry with this formula, charge and spin: 433.7 kJ/mol
net charge: +1
molecular weight: 88.13 g mol⁻¹
Kohn-Sham gap: 3.5 eV
LUMO energy: -8.85 eV

=====

Entry 4:
Entry from the OMol25 dataset: a gas-phase ion, C4H10NO (charge +1) at a distorted geometry (ωB97M-V/def2-TZVPD).

The geometry in XYZ format:
```
16
Properties=species:S:1:pos:R:3:mulliken_charge:R:1
C -1.709 -0.447 0.141 -0.785
N -0.403 -0.762 0.700 -0.065
C 0.818 0.063 0.268 0.703
C 0.585 1.441 -0.021 -1.581
C 2.141 -0.778 -0.570 -0.430
O 2.020 -0.281 0.744 -0.372
H -1.570 0.565 -0.040 0.341
H -1.901 -0.903 -0.808 0.347
H -2.618 -0.508 0.878 0.312
H -0.232 -1.745 0.688 0.382
H -0.445 -0.765 1.721 0.377
H 1.596 1.876 -0.134 0.417
H 0.202 1.937 0.922 0.383
H 0.060 1.859 -0.889 0.383
H 2.041 -1.883 -0.718 0.296
H 2.509 -0.121 -1.491 0.293
```

## Properties
F_max: 5.906 eV/Å
ΔE to the lowest compared entry with this formula, charge and spin: 372.8 kJ/mol
net charge: +1
molecular weight: 88.13 g mol⁻¹
Kohn-Sham gap: 10.6 eV
LUMO energy: -3.40 eV

=====

Entry 5:
Entry from the OMol25 dataset: a molecular structure, C4H10NO at a distorted geometry (ωB97M-V/def2-TZVPD).

The geometry in XYZ format:
```
16
Properties=species:S:1:pos:R:3:mulliken_charge:R:1
C -0.111 1.202 0.204 0.167
C -0.113 -0.192 -0.225 0.856
C -0.790 -1.441 0.254 -1.575
C 0.477 -0.384 -1.589 -1.369
N 0.955 0.375 0.740 -0.255
O -0.907 1.499 1.894 -0.568
H -0.013 2.070 -0.458 0.435
H -1.002 -1.269 1.285 0.423
H -0.151 -2.234 0.032 0.485
H -1.731 -1.579 -0.186 0.380
H 0.137 0.432 -2.159 0.389
H 0.093 -1.367 -1.860 0.378
H 1.576 -0.392 -1.655 0.372
H 1.896 0.321 0.365 0.276
H 0.778 0.521 1.704 0.286
H -1.092 2.438 1.653 0.323
```

## Properties
F_max: 5.774 eV/Å
ΔE to the lowest compared entry with this formula, charge and spin: 396.1 kJ/mol
net charge: +1
molecular weight: 88.13 g mol⁻¹
Kohn-Sham gap: 11.5 eV
LUMO energy: -4.52 eV

=====

Entry 6:
Entry from the OMol25 dataset: a gas-phase ion, C4H10NO (charge +1) at a distorted geometry (ωB97M-V/def2-TZVPD).

The geometry in XYZ format:
```
16
Properties=species:S:1:pos:R:3:mulliken_charge:R:1
C 1.608 0.944 -0.974 -0.326
N 1.093 2.135 -0.562 -0.385
H 2.689 0.905 -1.014 0.277
H 1.176 0.523 -1.871 0.380
H 0.080 2.165 -0.605 0.286
H 1.379 2.372 0.383 0.303
O 1.350 -0.254 0.143 -0.296
C 0.448 -1.124 0.263 0.077
C -0.688 -0.959 1.198 -0.267
C -1.820 -0.767 0.129 -1.093
H 0.489 -2.020 -0.357 0.434
H -0.497 -0.023 1.712 0.257
H -0.874 -1.807 1.845 0.338
H -1.647 0.048 -0.577 0.328
H -2.717 -0.444 0.659 0.325
H -2.071 -1.697 -0.374 0.362
```

## Properties
F_max: 1.683 eV/Å
ΔE to the lowest compared entry with this formula, charge and spin: 207.4 kJ/mol
net charge: +1
molecular weight: 88.13 g mol⁻¹
Kohn-Sham gap: 10.7 eV
LUMO energy: -5.28 eV

=====

Entry 7:
Entry from the OMol25 dataset: a gas-phase ion, C4H10NO (charge +1) at a distorted geometry (ωB97M-V/def2-TZVPD).

The geometry in XYZ format:
```
16
Properties=species:S:1:pos:R:3:mulliken_charge:R:1
C 0.232 -1.100 -0.984 -1.379
C 0.397 0.211 -0.219 0.123
N 1.634 -0.019 0.663 -0.269
C -0.734 0.549 0.737 -0.757
C -2.028 0.849 -0.042 -0.070
O -2.064 0.687 -1.232 -0.423
H 1.221 -1.342 -1.395 0.444
H -0.207 -1.915 -0.418 0.361
H -0.331 -0.959 -1.896 0.380
H 0.564 0.999 -0.946 0.330
H 2.456 -0.108 0.066 0.369
H 1.730 0.679 1.398 0.348
H 1.486 -0.928 1.102 0.376
H -1.011 -0.362 1.286 0.325
H -0.527 1.344 1.453 0.438
H -2.817 1.416 0.427 0.406
```

## Properties
F_max: 2.138 eV/Å
ΔE to the lowest compared entry with this formula, charge and spin: 78.0 kJ/mol
net charge: +1
molecular weight: 88.13 g mol⁻¹
Kohn-Sham gap: 10.2 eV
LUMO energy: -3.74 eV

=====

Entry 8:
Entry from the OMol25 dataset: a gas-phase ion, C4H10NO2 (charge -1) at a distorted geometry (ωB97M-V/def2-TZVPD).

The geometry in XYZ format:
```
17
Properties=species:S:1:pos:R:3:mulliken_charge:R:1
N 0.758 0.403 1.151 -0.872
C 0.446 0.047 -0.266 -0.269
C 1.193 -1.253 -0.822 -0.458
O 2.504 -1.204 -0.311 -0.553
C -1.036 -0.079 -0.514 -0.398
C -1.658 0.949 0.457 -0.839
O -1.831 0.579 1.707 -0.902
H 0.605 1.437 1.122 0.284
H -0.023 0.172 1.669 0.404
H 0.844 0.834 -0.799 0.403
H 0.710 -2.190 -0.383 0.243
H 1.326 -1.254 -1.908 0.226
H 2.395 -0.475 0.338 0.376
H -1.416 -1.045 -0.031 0.288
H -1.190 0.058 -1.566 0.449
H -2.595 1.188 -0.134 0.316
H -1.032 1.834 0.291 0.302
```

## Properties
F_max: 4.074 eV/Å
ΔE to the lowest compared entry with this formula, charge and spin: 333.7 kJ/mol
net charge: -1
molecular weight: 104.13 g mol⁻¹
Kohn-Sham gap: 6.9 eV
LUMO energy: 4.00 eV

=====

Entry 9:
Entry from the OMol25 dataset: a gas-phase ion, C4H10NO2 (charge -1) at a distorted geometry (ωB97M-V/def2-TZVPD).

The geometry in XYZ format:
```
17
Properties=species:S:1:pos:R:3:mulliken_charge:R:1
O 1.793 1.165 1.910 -0.883
C 1.639 1.123 0.583 -0.341
C 1.580 -0.355 0.077 -0.832
C 0.146 -0.967 -0.056 -0.667
N -0.538 -0.490 -1.276 -0.382
C -1.845 0.112 -1.068 -0.126
O -2.606 -0.570 -0.034 -0.537
H 2.533 1.527 0.067 0.218
H 0.794 1.753 0.148 0.085
H 2.103 -0.952 0.830 0.330
H 2.013 -0.479 -0.958 0.380
H 0.061 -2.057 -0.133 0.274
H -0.356 -0.534 0.915 0.404
H 0.029 0.125 -1.846 0.265
H -2.492 0.056 -1.962 0.242
H -1.859 1.127 -0.623 0.246
H -2.020 -1.220 0.365 0.326
```

## Properties
F_max: 2.475 eV/Å
ΔE to the lowest compared entry with this formula, charge and spin: 364.3 kJ/mol
net charge: -1
molecular weight: 104.13 g mol⁻¹
Kohn-Sham gap: 6.1 eV
LUMO energy: 3.79 eV

=====

Entry 10:
Entry from the OMol25 dataset: 2 unconnected molecules or ions with the total composition C4H10NO2 at a distorted geometry (ωB97M-V/def2-TZVPD).

The geometry in XYZ format:
```
17
Properties=species:S:1:pos:R:3:mulliken_charge:R:1
O -0.649 3.760 -1.258 -0.577
C -0.877 2.530 -1.265 0.128
C -0.003 1.520 -1.999 -0.492
H -1.774 2.062 -0.818 0.344
H -0.389 1.535 -3.049 0.235
H -0.178 0.525 -1.516 0.152
H 1.025 1.922 -2.020 0.232
C 0.534 -1.038 2.321 -0.742
N 1.005 -1.644 1.116 -0.557
C -0.184 -1.837 0.155 -0.411
O -0.705 -0.670 -0.211 -0.866
H -0.170 -0.220 1.993 0.274
H 1.412 -0.701 2.944 0.286
H -0.031 -1.775 2.863 0.231
H 1.652 -0.965 0.711 0.267
H -0.919 -2.486 0.682 0.282
H 0.252 -2.518 -0.650 0.215
```

## Properties
F_max: 2.963 eV/Å
ΔE to the lowest compared entry with this formula, charge and spin: 298.0 kJ/mol
net charge: -1
molecular weight: 104.13 g mol⁻¹
Kohn-Sham gap: 7.1 eV
LUMO energy: 4.02 eV

=====

- What is the formula in the first record?
  C4H10NO

=====

- net charge of number 8 (C4H10NO2)?
  -1

=====

- Among the records above, which one has the highest Kohn-Sham gap?
  number 5